Here is a cluster of 21 separate species, C51H144O21 in total at a distorted geometry from the OMol25 dataset. Energies are from ωB97M-V/def2-TZVPD.

Geometry as ORCA input:
```
! RIJCOSX wB97M-V def2-TZVPD def2/J DEFGRID3
* xyz 0 1
C -5.30 -2.34 4.86
O -5.35 -2.90 3.58
H -5.02 -1.29 4.73
H -6.28 -2.28 5.33
H -4.61 -2.79 5.58
H -4.76 -2.43 2.98
C 3.07 0.96 -4.58
O 3.23 2.39 -4.83
H 3.74 0.46 -5.28
H 3.40 0.67 -3.58
H 2.04 0.76 -4.88
H 2.75 2.93 -4.20
C 0.25 7.31 -4.13
O 0.55 6.54 -2.98
H 1.21 7.76 -4.39
H -0.13 6.57 -4.83
H -0.46 8.12 -3.99
H 0.76 7.20 -2.31
C -2.51 5.73 -1.22
O -3.19 6.77 -1.85
H -2.98 4.84 -1.63
H -1.43 5.69 -1.35
H -2.64 5.72 -0.13
H -2.90 7.61 -1.49
C -3.06 1.93 -5.49
O -3.98 2.94 -5.97
H -2.71 2.20 -4.49
H -3.55 0.95 -5.50
H -2.21 1.78 -6.16
H -3.64 3.84 -5.94
C -0.38 3.80 -4.36
O 0.84 3.96 -3.67
H -1.05 4.58 -3.98
H -0.20 3.95 -5.43
H -0.66 2.75 -4.31
H 0.83 4.89 -3.44
C 5.00 -0.06 5.94
C 5.50 0.36 4.55
C 4.47 1.24 3.77
O 6.64 1.21 4.72
H 4.36 0.72 6.35
H 5.91 -0.15 6.54
H 4.37 -0.95 5.93
H 5.74 -0.57 4.02
H 4.87 1.73 2.89
H 4.14 1.96 4.52
H 3.65 0.56 3.54
H 7.45 0.70 4.64
C -3.68 -0.88 -2.76
C -4.45 0.09 -1.84
C -4.22 1.61 -2.08
O -5.78 -0.09 -2.15
H -2.76 -1.22 -2.29
H -3.68 -0.51 -3.79
H -4.25 -1.82 -2.75
H -4.23 -0.16 -0.80
H -4.52 2.30 -1.29
H -4.64 1.93 -3.03
H -3.16 1.82 -2.18
H -5.94 0.05 -3.09
C -2.23 -5.62 4.45
C -0.92 -4.94 4.78
C -0.26 -4.36 3.55
O -1.11 -3.88 5.64
H -2.02 -6.46 3.79
H -3.01 -4.97 4.08
H -2.64 -6.01 5.39
H -0.21 -5.58 5.31
H 0.75 -3.97 3.65
H -0.90 -3.65 3.04
H -0.11 -5.22 2.90
H -0.70 -4.21 6.44
C -5.95 0.97 2.69
C -7.25 0.38 1.95
C -7.81 -0.97 2.45
O -8.26 1.34 2.21
H -5.60 1.84 2.13
H -5.21 0.17 2.68
H -6.08 1.19 3.75
H -6.97 0.25 0.90
H -7.61 -1.12 3.51
H -7.54 -1.85 1.86
H -8.90 -0.97 2.44
H -7.93 2.12 1.77
C -5.90 -4.58 -0.78
C -5.47 -3.81 0.50
C -4.60 -4.87 1.22
O -4.88 -2.60 0.27
H -5.04 -5.12 -1.20
H -6.34 -3.81 -1.41
H -6.69 -5.32 -0.65
H -6.32 -3.61 1.14
H -5.10 -5.57 1.89
H -3.96 -4.22 1.82
H -4.03 -5.50 0.54
H -5.54 -1.95 0.01
C 5.82 -6.11 -1.60
C 4.60 -5.35 -1.14
C 4.65 -4.95 0.33
O 4.63 -4.24 -1.99
H 5.92 -7.09 -1.15
H 6.76 -5.69 -1.23
H 5.98 -6.21 -2.68
H 3.71 -5.91 -1.44
H 5.60 -4.46 0.57
H 4.72 -5.80 1.00
H 3.72 -4.45 0.59
H 4.39 -4.63 -2.83
C -2.27 -3.36 -5.49
C -1.88 -2.18 -6.39
C -0.48 -1.57 -5.97
O -1.75 -2.63 -7.69
H -1.44 -4.07 -5.58
H -3.21 -3.87 -5.68
H -2.36 -3.02 -4.46
H -2.51 -1.30 -6.52
H 0.20 -2.38 -5.68
H -0.60 -0.93 -5.09
H -0.19 -0.93 -6.79
H -1.46 -1.87 -8.19
C 6.68 -0.56 -0.41
C 5.44 -1.39 -0.58
C 4.28 -1.09 0.42
O 4.96 -1.33 -1.87
H 6.94 -0.43 0.64
H 6.58 0.35 -1.00
H 7.47 -1.15 -0.87
H 5.77 -2.40 -0.34
H 3.79 -0.16 0.11
H 4.74 -1.13 1.40
H 3.62 -1.92 0.17
H 4.77 -2.23 -2.15
C -0.33 4.17 6.20
C 0.75 4.15 7.30
C 1.67 2.99 6.99
O 1.47 5.40 7.19
H 0.11 4.43 5.24
H -1.09 4.94 6.33
H -0.82 3.19 6.16
H 0.27 4.18 8.28
H 2.46 2.82 7.72
H 2.09 3.08 5.98
H 1.14 2.03 6.98
H 1.81 5.61 8.06
C 1.41 -4.82 -3.43
C 2.40 -4.30 -4.51
C 2.90 -2.89 -4.30
O 3.55 -5.07 -4.44
H 0.94 -5.72 -3.83
H 0.68 -4.07 -3.13
H 1.92 -5.21 -2.55
H 2.05 -4.36 -5.53
H 2.96 -2.62 -3.25
H 2.19 -2.21 -4.76
H 3.87 -2.72 -4.77
H 3.73 -5.33 -5.35
C 3.99 5.14 -2.89
C 3.83 5.27 -1.40
C 5.17 5.44 -0.74
O 3.04 6.47 -1.32
H 4.37 4.18 -3.24
H 4.64 5.92 -3.29
H 3.16 5.42 -3.54
H 3.19 4.51 -0.94
H 5.82 6.24 -1.08
H 5.79 4.56 -0.56
H 4.98 5.68 0.31
H 3.39 7.23 -1.78
C -1.68 -4.15 -1.27
C -1.24 -3.56 0.08
C 0.31 -3.18 -0.04
O -1.89 -2.39 0.48
H -1.22 -5.14 -1.26
H -1.51 -3.60 -2.20
H -2.76 -4.29 -1.23
H -1.28 -4.22 0.95
H 0.43 -2.51 -0.89
H 0.95 -4.01 -0.35
H 0.72 -2.74 0.87
H -2.81 -2.60 0.30
C 0.46 5.04 1.03
C 1.54 5.67 1.99
C 2.66 4.63 2.25
O 2.11 6.75 1.27
H 0.80 5.05 -0.01
H -0.39 5.70 1.21
H -0.06 4.15 1.37
H 1.12 6.06 2.92
H 3.56 5.17 2.56
H 2.93 4.20 1.28
H 2.34 3.83 2.92
H 2.51 6.18 0.61
C -1.85 1.08 3.47
C -1.37 -0.37 3.57
C 0.05 -0.51 4.11
O -2.25 -1.03 4.45
H -2.73 1.10 2.83
H -1.16 1.65 2.85
H -2.07 1.60 4.40
H -1.43 -0.86 2.60
H 0.28 0.10 4.98
H 0.71 -0.13 3.33
H 0.46 -1.50 4.32
H -2.09 -1.98 4.48
C 0.59 0.20 -1.81
C 0.46 0.38 -0.29
C 1.06 1.72 0.15
O -0.93 0.38 0.01
H 0.47 -0.83 -2.15
H 1.60 0.43 -2.17
H -0.03 0.87 -2.39
H 1.00 -0.36 0.30
H 0.48 2.50 -0.34
H 2.09 1.77 -0.20
H 1.19 1.95 1.20
H -1.30 -0.48 0.21
*
```

- HOMO energy (Ha) = -0.3510

Here is a cluster of 3 separate species, C3H12O3S in total at a distorted geometry from the OMol25 dataset. Energies are from ωB97M-V/def2-TZVPD.

Geometry as ORCA input:
```
! RIJCOSX wB97M-V def2-TZVPD def2/J DEFGRID3
* xyz 1 2
C -1.34 0.03 1.19
O -0.74 1.25 0.78
C -0.60 -1.24 0.73
C -0.28 -1.12 -0.77
S 0.10 -2.75 -1.56
H -1.50 0.02 2.27
H -2.35 0.02 0.74
H 0.21 1.10 0.90
H 0.28 -1.31 1.37
H -1.23 -2.11 0.91
H 0.59 -0.50 -0.99
H -1.14 -0.73 -1.30
H 0.91 -3.24 -0.60
H 2.08 2.22 0.90
H 1.78 1.37 -0.35
O 2.14 1.34 0.56
H 0.86 2.48 -1.78
H -0.21 1.58 -1.14
O 0.45 1.60 -1.86
*
```

- relative energy (zero: lowest compared OMol25 entry of this formula, charge and spin) (kcal per mole) = 0.0
- ⟨S²⟩ = 0.753
- HOMO energy (alpha / beta) (Ha) = -0.5390 / -0.5374